Record 1
{
  "formula": "CH3N5",
  "method": "wB97M-V/def2-TZVPD",
  "smiles": "Nc1nn[nH]n1",
  "e_lumo_ev": 1.05,
  "total_charge": 0,
  "e_above_lowest_kcal_mol": 6.0,
  "multiplicity": 1,
  "gap_ev": 10.4,
  "species": ["N", "C", "N", "N", "N", "N", "H", "H", "H"],
  "positions_angstrom": [[1.118, -1.017, -0.756], [0.242, -0.109, -0.242], [0.193, 0.193, 1.030], [-0.931, 0.931, 1.079], [-1.540, 1.036, -0.100], [-0.786, 0.447, -0.962], [1.932, -1.172, -0.185], [1.262, -1.011, -1.751], [-1.489, 0.700, 1.886]],
  "nbo_charge": [-0.80, 0.42, -0.33, -0.21, -0.01, -0.28, 0.40, 0.40, 0.41]
}

=====

Record 2
{
  "formula": "C24H66AgClN6O10",
  "method": "wB97M-V/def2-TZVPD",
  "e_lumo_ev": [-3.34, -6.80],
  "s_squared": 0.76,
  "total_charge": 1,
  "multiplicity": 2,
  "gap_ev": [6.6, 3.1],
  "species": ["Ag", "Cl", "O", "O", "O", "O", "C", "C", "C", "O", "C", "N", "H", "H", "H", "H", "H", "H", "H", "H", "H", "H", "H", "C", "C", "C", "O", "C", "N", "H", "H", "H", "H", "H", "H", "H", "H", "H", "H", "H", "C", "C", "C", "O", "C", "N", "H", "H", "H", "H", "H", "H", "H", "H", "H", "H", "H", "C", "C", "C", "O", "C", "N", "H", "H", "H", "H", "H", "H", "H", "H", "H", "H", "H", "C", "C", "C", "O", "C", "N", "H", "H", "H", "H", "H", "H", "H", "H", "H", "H", "H", "C", "C", "C", "O", "C", "N", "H", "H", "H", "H", "H", "H", "H", "H", "H", "H", "H"],
  "positions_angstrom": [[-6.900, -10.959, 5.918], [-8.160, -12.547, 2.491], [-7.835, -12.231, 3.862], [-7.068, -12.115, 1.652], [-8.443, -13.957, 2.473], [-9.342, -11.809, 2.109], [-4.484, -9.111, 2.736], [-5.461, -9.317, 3.902], [-6.895, -9.054, 3.452], [-7.811, -9.327, 4.502], [-9.105, -8.770, 4.234], [-5.320, -10.746, 4.366], [-4.785, -9.803, 1.945], [-3.470, -9.382, 3.032], [-4.508, -8.066, 2.432], [-5.098, -8.639, 4.679], [-7.129, -9.641, 2.556], [-6.966, -8.002, 3.160], [-9.594, -9.392, 3.483], [-9.087, -7.721, 3.937], [-9.659, -8.789, 5.173], [-4.315, -10.836, 4.513], [-5.516, -11.308, 3.530], [-12.504, -20.389, 5.675], [-11.386, -19.948, 4.733], [-10.893, -18.535, 5.050], [-10.025, -18.183, 3.984], [-9.421, -16.933, 4.175], [-10.279, -20.942, 4.799], [-12.140, -20.415, 6.702], [-12.866, -21.366, 5.354], [-13.347, -19.698, 5.608], [-11.811, -19.914, 3.722], [-10.427, -18.474, 6.037], [-11.795, -17.910, 5.004], [-8.817, -16.855, 5.097], [-10.119, -16.102, 4.357], [-8.788, -16.773, 3.306], [-10.742, -21.818, 4.553], [-9.752, -20.751, 3.943], [-13.022, -7.554, -1.367], [-11.707, -7.102, -2.040], [-10.541, -8.000, -1.625], [-10.295, -7.969, -0.236], [-9.265, -8.855, 0.121], [-11.931, -7.068, -3.483], [-12.935, -7.619, -0.284], [-13.406, -8.507, -1.743], [-13.778, -6.819, -1.646], [-11.579, -6.077, -1.683], [-9.648, -7.604, -2.139], [-10.690, -9.031, -1.974], [-8.285, -8.455, -0.160], [-9.486, -9.859, -0.258], [-9.257, -9.004, 1.204], [-11.075, -6.733, -3.925], [-12.004, -8.051, -3.755], [-6.977, -12.610, 9.047], [-7.001, -13.373, 7.721], [-8.366, -13.437, 7.103], [-8.661, -12.125, 6.601], [-10.033, -11.807, 6.409], [-5.988, -12.867, 6.774], [-7.541, -13.174, 9.790], [-7.389, -11.607, 8.924], [-5.977, -12.528, 9.473], [-6.643, -14.387, 7.952], [-9.061, -13.835, 7.843], [-8.418, -14.063, 6.208], [-10.576, -12.123, 7.302], [-10.425, -12.273, 5.500], [-10.187, -10.737, 6.275], [-5.051, -12.984, 7.153], [-6.042, -13.550, 5.956], [-3.857, -14.610, 4.354], [-5.177, -14.305, 3.643], [-5.226, -15.047, 2.299], [-4.172, -14.532, 1.516], [-4.093, -15.183, 0.267], [-6.290, -14.653, 4.556], [-2.998, -14.322, 3.747], [-3.732, -15.670, 4.577], [-3.755, -14.011, 5.263], [-5.178, -13.257, 3.330], [-6.185, -14.827, 1.812], [-5.167, -16.135, 2.433], [-3.846, -16.248, 0.324], [-3.257, -14.716, -0.258], [-4.973, -15.055, -0.368], [-7.155, -14.430, 4.051], [-6.223, -15.674, 4.525], [-12.126, -12.339, -0.973], [-11.698, -13.639, -0.321], [-10.238, -14.014, -0.613], [-10.070, -14.345, -1.980], [-10.194, -15.726, -2.226], [-11.922, -13.552, 1.125], [-11.536, -11.546, -0.485], [-13.131, -12.056, -0.662], [-11.924, -12.299, -2.038], [-12.377, -14.444, -0.619], [-9.886, -14.769, 0.095], [-9.636, -13.122, -0.419], [-10.102, -15.934, -3.289], [-11.183, -16.126, -1.949], [-9.470, -16.250, -1.590], [-11.377, -12.808, 1.540], [-11.867, -14.411, 1.643]],
  "mulliken_spin": [0.43, 0.00, 0.01, 0.00, 0.00, 0.00, 0.02, -0.01, 0.00, 0.03, 0.00, 0.19, 0.00, 0.00, 0.00, 0.01, 0.00, 0.00, 0.00, 0.00, 0.00, -0.01, -0.01, 0.00, 0.00, 0.00, 0.00, 0.00, 0.00, 0.00, 0.00, 0.00, 0.00, 0.00, 0.00, 0.00, 0.00, 0.00, 0.00, 0.00, 0.00, 0.00, 0.00, 0.00, 0.00, 0.00, 0.00, 0.00, 0.00, 0.00, 0.00, 0.00, 0.00, 0.00, 0.00, 0.00, 0.00, 0.00, 0.01, -0.01, 0.04, 0.00, 0.27, 0.00, 0.00, 0.00, 0.02, 0.00, 0.00, 0.00, 0.00, 0.00, 0.00, 0.01, 0.00, -0.01, 0.00, 0.00, 0.00, 0.01, 0.00, 0.00, 0.00, 0.00, 0.00, 0.00, 0.00, 0.00, 0.00, 0.00, 0.00, 0.00, 0.00, 0.00, 0.00, 0.00, 0.00, 0.00, 0.00, 0.00, 0.00, 0.00, 0.00, 0.00, 0.00, 0.00, 0.00, 0.00]
}

=====

Record 3
{
  "formula": "H10IO5",
  "method": "wB97M-V/def2-TZVPD",
  "e_lumo_ev": 3.26,
  "total_charge": -1,
  "e_above_lowest_kcal_mol": 6.6,
  "multiplicity": 1,
  "gap_ev": 8.2,
  "species": ["I", "O", "H", "H", "O", "H", "H", "O", "H", "H", "O", "H", "H", "O", "H", "H"],
  "positions_angstrom": [[-0.267, -0.465, -1.825], [-2.491, 0.879, 0.840], [-2.102, 0.527, 0.076], [-2.563, 1.812, 0.710], [-0.717, -3.483, 0.364], [-0.867, -2.945, -0.392], [-0.265, -2.943, 1.020], [2.894, 1.443, -2.287], [2.553, 2.321, -2.118], [2.148, 0.933, -2.667], [0.702, 1.930, 0.584], [-0.021, 2.014, 1.200], [0.344, 1.407, -0.094], [0.540, -1.328, 1.560], [-0.091, -1.184, 2.265], [0.203, -0.918, 0.764]],
  "nbo_charge": [-0.93, -0.96, 0.49, 0.46, -0.99, 0.48, 0.49, -0.96, 0.46, 0.49, -0.96, 0.46, 0.48, -0.97, 0.47, 0.50]
}